# C5H6F2

C5H6F2 in the gas phase in a non-equilibrium geometry (ωB97M-V with the def2-TZVPD basis set, the OMol25 dataset).

## Properties
Energy above the lowest of the compared OMol25 structures with the same formula, charge and spin: 3.079 eV
Multiplicity: 1
E_HOMO (spin up / spin down): -7.948 / -8.656 eV
Orbital gap (spin up / spin down): 7.92 / 8.20 eV

Structure (XYZ):
```
13
C5H6F2 (ωB97M-V with the def2-TZVPD basis set)
C 0.529 0.088 -0.463
C 1.526 -0.319 0.479
C -0.672 0.666 0.036
C 0.827 -0.098 -1.931
C -1.307 0.152 1.285
F 0.272 0.707 -2.829
F 0.604 -1.408 -2.309
H 2.538 -0.628 0.182
H 1.479 -0.285 1.552
H -1.483 1.128 -0.748
H -0.605 -0.141 2.033
H -1.823 -0.759 0.915
H -1.885 0.896 1.798
```